<i>
The following is a quantum chemistry calculation of C27H39BIrN6OSi as an isolated structure, from the Open Molecules 2025 dataset.

Calculated values
Multiplicity: 2
LUMO (alpha / beta), eV: -9.0 / -9.3
Charge: +2
E_HOMO (alpha / beta), hartree: -0.525 / -0.524

Last column: Löwdin spin population.
CARTESIAN COORDINATES (ANGSTROEM)
1 Ir 0.47379 -0.02678 0.33448  0.5010
2 C -1.97999 2.51205 -2.16716  -0.0009
3 C -1.34834 2.26298 -0.81135  0.0041
4 C -0.16160 2.90503 -0.47530  0.0333
5 C 0.65473 3.59530 -1.53937  0.0018
6 C 0.20693 3.06507 0.90189  0.0901
7 C 1.25261 4.10849 1.19645  0.0130
8 C -0.51206 2.37727 1.92211  0.0112
9 C -0.23211 2.55626 3.39969  -0.0011
10 C -1.58985 1.56163 1.55513  0.0375
11 C -2.39009 0.85988 2.61631  0.0053
12 C -2.03111 1.53064 0.17053  0.0523
13 C -3.31210 0.83582 -0.17310  0.0130
14 H -1.75418 1.73246 -2.90116  -0.0002
15 H -1.64420 3.45923 -2.58062  -0.0001
16 H -3.06267 2.56555 -2.07481  -0.0001
17 H 0.41140 4.66265 -1.58634  0.0014
18 H 0.47297 3.16735 -2.52285  0.0001
19 H 1.72217 3.52483 -1.32575  0.0005
20 H 2.21936 3.86131 0.75343  0.0046
21 H 1.39978 4.29034 2.25449  -0.0001
22 H 0.93304 5.05845 0.75683  0.0047
23 H -1.08567 3.03970 3.88121  -0.0002
24 H 0.63224 3.17347 3.61083  0.0000
25 H -0.08713 1.59241 3.89266  -0.0002
26 H -1.98225 -0.14061 2.79693  0.0024
27 H -3.43161 0.74125 2.32394  0.0005
28 H -2.37047 1.40195 3.55662  0.0006
29 H -4.16389 1.46284 0.11067  0.0056
30 H -3.39630 -0.11042 0.35901  0.0026
31 H -3.38669 0.62905 -1.23919  0.0005
32 B 3.62399 -1.86927 1.18296  0.0014
33 N 3.29159 -0.49262 1.72545  0.0042
34 C 4.10511 0.10386 2.58610  -0.0143
35 C 3.55838 1.31797 2.97781  -0.0032
36 C 2.37910 1.38666 2.29454  0.0018
37 N 2.21187 0.28146 1.51779  0.0365
38 N 2.56417 -2.39531 0.24304  -0.0008
39 C 2.64980 -3.59623 -0.32906  -0.0001
40 C 1.54095 -3.80333 -1.12862  0.0001
41 C 0.79974 -2.65566 -0.99215  -0.0022
42 N 1.43095 -1.80371 -0.15771  -0.0128
43 H 3.78797 -2.65387 2.10610  0.0003
44 H 4.71780 -1.86245 0.64127  0.0002
45 H 5.02843 -0.37127 2.88607  -0.0003
46 H 3.97152 2.04334 3.66297  0.0005
47 H 1.64371 2.14952 2.32494  0.0000
48 H 3.50059 -4.22959 -0.13010  -0.0001
49 H 1.30707 -4.66663 -1.72988  -0.0001
50 H -0.14430 -2.40443 -1.43530  -0.0002
51 C -0.94351 -4.06982 1.37880  0.0079
52 Si -1.92846 -2.64079 0.64148  0.0128
53 C -3.42909 -2.51372 1.74916  -0.0005
54 C -2.56683 -3.16481 -1.02843  0.0077
55 O -1.06496 -1.21560 0.52633  0.1617
56 H -1.61207 -4.92764 1.50174  0.0006
57 H -0.53212 -3.79100 2.35483  -0.0001
58 H -0.12166 -4.34328 0.71152  0.0000
59 H -3.89730 -3.50261 1.78303  -0.0002
60 H -4.15445 -1.79118 1.35813  0.0000
61 H -3.14473 -2.22436 2.76682  0.0001
62 H -3.27087 -3.99366 -0.89479  0.0010
63 H -1.75757 -3.51915 -1.67801  0.0001
64 H -3.09070 -2.34567 -1.53802  -0.0002
65 N 1.17678 -0.78265 -7.09551  -0.0003
66 C 1.02885 -0.58413 -5.97094  -0.0001
67 C 0.85150 -0.34813 -4.55759  -0.0006
68 C -0.31736 -0.74780 -3.91529  0.0016
69 C -0.43540 -0.52348 -2.56497  0.0035
70 N 0.53406 0.06952 -1.85157  0.0149
71 C 1.65619 0.46159 -2.46774  -0.0030
72 C 1.85292 0.27323 -3.81731  -0.0010
73 H -1.11661 -1.22650 -4.46644  0.0003
74 H -1.32437 -0.82421 -2.02043  0.0001
75 H 2.41163 0.94326 -1.85807  -0.0003
76 H 2.77100 0.59869 -4.28920  -0.0001

<ii>
The following is a quantum chemistry calculation of C27H39BIrN6OSi as an isolated structure, from the Open Molecules 2025 dataset.

Calculated values
Multiplicity: 2
LUMO (alpha / beta), eV: -6.9 / -8.9
Charge: +2
E_HOMO (alpha / beta), hartree: -0.547 / -0.550

Last column: Löwdin spin population.
CARTESIAN COORDINATES (ANGSTROEM)
1 Ir 0.05414 -0.37675 -0.01854  0.4376
2 C -2.25199 -1.94996 -1.96740  -0.0034
3 C -1.82631 -1.75599 -0.54157  -0.0095
4 C -2.60080 -0.94736 0.32572  0.1343
5 C -3.86321 -0.33163 -0.14864  0.0286
6 C -2.06217 -0.62301 1.59414  0.0780
7 C -2.67254 0.50540 2.36178  0.0112
8 C -1.02445 -1.41629 2.14619  0.0160
9 C -0.64994 -1.25157 3.59592  -0.0001
10 C -0.54264 -2.52927 1.41001  0.1128
11 C 0.22742 -3.62095 2.07159  0.0199
12 C -0.79206 -2.57448 0.00695  0.0112
13 C -0.18581 -3.65420 -0.84450  -0.0004
14 H -2.97200 -2.77212 -2.01730  -0.0013
15 H -1.41757 -2.20914 -2.61190  -0.0004
16 H -2.72989 -1.06045 -2.36849  -0.0002
17 H -3.62533 0.60687 -0.66207  0.0125
18 H -4.53548 -0.10598 0.67587  0.0035
19 H -4.38181 -0.98059 -0.85046  0.0026
20 H -3.46090 0.12834 3.02075  0.0055
21 H -3.10944 1.23528 1.68825  0.0016
22 H -1.94899 1.02085 2.98825  0.0004
23 H 0.40139 -1.44976 3.78602  0.0000
24 H -1.21898 -1.96956 4.19246  0.0005
25 H -0.88423 -0.26494 3.97974  -0.0002
26 H -0.38297 -4.53001 2.03188  0.0080
27 H 0.44822 -3.41705 3.11310  -0.0001
28 H 1.15933 -3.84618 1.55787  0.0057
29 H 0.15444 -3.26778 -1.80114  -0.0003
30 H -0.94387 -4.41427 -1.05116  0.0003
31 H 0.65589 -4.14041 -0.36556  0.0003
32 B 2.66068 -1.68582 -2.08719  -0.0001
33 N 2.64472 -1.95273 -0.54160  0.0018
34 C 3.72582 -2.39755 0.10089  0.0046
35 C 3.59637 -2.13819 1.45907  0.0041
36 C 2.37132 -1.51688 1.57032  0.0035
37 N 1.78834 -1.43425 0.35899  0.0241
38 N 1.25620 -1.21470 -2.58790  -0.0004
39 C 0.99689 -1.18453 -3.90091  -0.0009
40 C 0.02650 -0.23103 -4.16187  -0.0006
41 C -0.27860 0.30892 -2.92544  -0.0010
42 N 0.49098 -0.26750 -1.98551  -0.0074
43 H 2.93657 -2.69250 -2.67083  0.0000
44 H 3.44630 -0.78842 -2.27790  0.0000
45 H 4.53647 -2.84114 -0.45412  0.0003
46 H 4.29378 -2.37229 2.24384  0.0003
47 H 1.87038 -1.13937 2.44435  -0.0001
48 H 1.55690 -1.81760 -4.56989  -0.0001
49 H -0.39898 0.03151 -5.11430  -0.0001
50 H -1.02506 1.03118 -2.65398  -0.0002
51 C -2.73310 2.98484 -1.89623  0.0031
52 Si -1.35054 2.78305 -0.65879  0.0057
53 C -1.83091 3.72123 0.88226  -0.0002
54 C 0.21612 3.52907 -1.35668  0.0015
55 O -1.19528 1.14777 -0.34998  0.0887
56 H -2.83001 4.04762 -2.13488  0.0003
57 H -3.70202 2.67182 -1.50098  0.0002
58 H -2.57647 2.46922 -2.84633  0.0000
59 H -1.89535 4.78380 0.63108  -0.0001
60 H -1.11547 3.64051 1.70208  0.0000
61 H -2.81378 3.43568 1.26231  0.0000
62 H -0.03861 4.48786 -1.81583  0.0000
63 H 0.68406 2.92035 -2.13286  0.0000
64 H 0.96333 3.74649 -0.59080  0.0000
65 N 4.75547 4.88126 2.17794  0.0011
66 C 4.02044 4.07822 1.81555  0.0001
67 C 3.09757 3.07448 1.36624  0.0019
68 C 1.91879 2.83867 2.06998  -0.0004
69 C 1.05918 1.86728 1.60871  0.0004
70 N 1.32781 1.14657 0.51080  -0.0048
71 C 2.45789 1.37080 -0.17545  0.0009
72 C 3.36547 2.32853 0.22327  -0.0008
73 H 1.67526 3.40334 2.95866  0.0000
74 H 0.12519 1.65400 2.11043  -0.0002
75 H 2.63541 0.76485 -1.05288  0.0000
76 H 4.26652 2.48859 -0.35138  -0.0001

<ii> ends up most stable, edging out the next structure by 352.3 kJ/mol.